# 1
Entry from the Open Molecules 2025 dataset: a molecular structure, C39H54EuN7O10 (wB97M-V/def2-TZVPD).

As for the net charge: -1. The expectation value of S² is 15.76. For the total energy, the calculation gives -91559.52789 eV. The spin multiplicity is 8. As for the HOMO-LUMO gap (alpha / beta): 3.951 / 6.713 eV.

Each line ends with the Mulliken spin population.
Atoms and positions in Å:
Eu1 -1.284 0.041 0.580  6.771
C1 4.689 -1.691 0.256  0.000
C2 4.391 -0.207 0.412  0.000
C3 4.809 0.569 -0.850  0.001
C4 4.057 0.312 -2.194  -0.001
C5 4.750 -0.790 -3.002  0.000
C6 4.128 1.613 -3.011  0.000
N1 2.635 0.005 -1.904  0.005
C7 1.874 -0.818 -2.850  0.006
C8 0.457 -0.287 -3.115  0.006
N2 -0.685 -0.705 -2.274  -0.008
C9 -1.798 0.150 -2.733  0.022
C10 -3.059 0.184 -1.809  0.020
O1 -4.031 0.788 -2.246  0.002
O2 -2.960 -0.392 -0.692  0.007
C11 -1.118 -2.132 -2.414  0.000
C12 -0.527 -2.894 -3.607  0.001
C13 -1.107 -2.942 -1.094  0.023
C14 0.147 -3.238 -0.247  0.010
C15 -0.338 -4.097 0.930  0.000
C16 1.200 -4.074 -1.001  -0.001
N3 0.673 -1.945 0.249  0.021
C17 1.715 -2.118 1.271  -0.001
C18 2.321 -0.805 1.757  0.005
N4 2.957 0.056 0.724  0.001
C19 2.696 1.484 1.027  0.003
C20 1.445 1.968 0.201  0.014
O3 1.374 3.142 -0.105  0.000
O4 0.666 1.026 -0.141  0.018
H1 5.722 -1.807 -0.061  0.000
H2 4.054 -2.138 -0.500  0.000
H3 4.578 -2.225 1.194  0.000
H4 4.978 0.172 1.256  0.000
H5 5.866 0.354 -1.009  0.000
H6 4.746 1.636 -0.638  0.000
H7 5.814 -0.582 -3.053  0.000
H8 4.386 -0.804 -4.025  0.000
H9 4.608 -1.776 -2.573  0.000
H10 5.154 1.854 -3.279  0.000
H11 3.716 2.447 -2.445  0.000
H12 3.552 1.510 -3.929  0.000
H13 2.481 -0.120 -0.221  -0.005
H14 2.163 0.904 -1.833  0.000
H15 1.861 -1.839 -2.470  -0.002
H16 2.372 -0.850 -3.822  0.000
H17 0.223 -0.485 -4.171  0.001
H18 0.520 0.801 -3.015  -0.003
H19 -2.135 -0.136 -3.743  -0.003
H20 -1.466 1.190 -2.789  -0.005
H21 -2.195 -2.089 -2.628  -0.002
H22 0.544 -3.039 -3.554  0.000
H23 -0.759 -2.373 -4.534  0.000
H24 -0.999 -3.872 -3.662  0.000
H25 -1.541 -3.908 -1.356  -0.002
H26 -1.811 -2.444 -0.408  0.001
H27 -0.978 -4.892 0.560  0.000
H28 -0.908 -3.495 1.632  0.000
H29 0.490 -4.561 1.459  0.000
H30 0.703 -4.884 -1.527  0.000
H31 1.909 -4.526 -0.310  0.000
H32 1.766 -3.501 -1.731  0.000
H33 1.060 -1.455 -0.561  -0.023
H34 2.489 -2.813 0.930  0.002
H35 1.244 -2.549 2.159  -0.001
H36 3.042 -0.999 2.555  0.000
H37 1.504 -0.223 2.183  0.010
H38 2.494 1.635 2.088  0.000
H39 3.547 2.113 0.780  0.000
O5 -6.395 4.023 4.442  0.000
C21 -5.235 3.423 4.969  0.000
C22 -4.560 2.511 3.976  0.006
C23 -4.176 1.214 4.292  -0.004
C24 -3.558 0.444 3.319  0.009
N5 -3.262 0.893 2.103  0.023
C25 -3.658 2.130 1.786  0.008
C26 -4.323 2.959 2.681  -0.005
C27 -3.315 2.618 0.433  0.012
C28 -4.268 3.208 -0.383  -0.002
C29 -3.897 3.661 -1.644  0.004
C30 -4.959 4.048 -2.636  0.000
O6 -6.010 3.120 -2.629  0.000
C31 -2.544 3.642 -1.960  0.007
C32 -1.661 3.032 -1.086  0.008
N6 -2.038 2.459 0.055  0.022
H40 -7.036 3.335 4.231  0.000
H41 -5.451 2.877 5.897  0.000
H42 -4.559 4.252 5.208  0.001
H43 -4.341 0.807 5.279  0.000
H44 -3.291 -0.584 3.529  -0.001
H45 -4.632 3.950 2.385  -0.001
H46 -5.305 3.244 -0.087  0.000
H47 -4.513 4.128 -3.639  0.000
H48 -5.400 5.018 -2.377  0.000
H49 -5.626 2.230 -2.621  0.000
H50 -2.194 4.060 -2.891  0.000
H51 -0.598 3.000 -1.295  -0.007
O7 0.742 2.393 7.596  0.000
C33 1.146 1.905 6.565  -0.003
O8 2.253 1.507 6.161  0.001
C34 0.257 1.670 5.307  0.005
C35 0.183 2.650 4.307  0.001
C36 -0.174 2.305 3.021  0.018
N7 -0.478 1.053 2.643  -0.021
C37 -0.449 0.106 3.616  0.005
C38 -0.094 0.372 4.920  0.006
C39 -0.756 -1.322 3.179  -0.002
O9 -0.300 -2.254 3.833  0.003
O10 -1.445 -1.446 2.108  0.014
H52 0.437 3.672 4.549  0.000
H53 -0.199 3.050 2.227  0.002
H54 -0.051 -0.445 5.623  0.000

=====

# 2
Entry from the Open Molecules 2025 dataset: a molecular structure, C39H54KN6P2S (wB97M-V/def2-TZVPD).

As for the net charge: +1. The value obtained for the energy above the lowest of the compared OMol25 structures with the same formula, charge and spin is 0.000 eV. For the total energy, the calculation gives -95995.45108 eV. As for the HOMO-LUMO gap: 8.217 eV.

Each line ends with the Löwdin charge.
Atoms and positions in Å:
K1 0.197 0.450 0.139  0.614
C1 -3.300 1.189 1.488  -0.168
C2 -3.376 1.125 -0.039  -0.216
N1 -2.111 1.418 -0.719  -0.139
C3 -1.888 2.858 -0.887  -0.212
C4 -0.572 3.196 -1.584  -0.197
N2 0.652 2.826 -0.859  -0.134
C5 1.125 3.809 0.127  -0.199
C6 0.633 3.607 1.571  -0.164
C7 1.514 2.751 2.489  -0.209
N3 1.466 1.304 2.250  -0.163
C8 0.831 0.525 3.321  -0.225
C9 -0.696 0.588 3.330  -0.217
N4 -1.319 -0.177 2.243  -0.140
C10 -2.779 -0.048 2.220  -0.219
H1 -4.314 1.370 1.852  0.117
H2 -2.734 2.072 1.796  0.098
H3 -4.157 1.817 -0.385  0.117
H4 -3.695 0.124 -0.340  0.121
H5 -2.124 0.995 -1.644  0.106
H6 -1.928 3.329 0.097  0.105
H7 -2.698 3.318 -1.475  0.126
H8 -0.581 4.275 -1.803  0.124
H9 -0.549 2.684 -2.551  0.093
H10 1.377 2.705 -1.558  0.075
H11 0.852 4.819 -0.209  0.115
H12 2.218 3.772 0.131  0.119
H13 -0.380 3.198 1.563  0.084
H14 0.542 4.593 2.032  0.116
H15 1.230 2.950 3.529  0.117
H16 2.551 3.088 2.391  0.122
H17 2.399 0.939 2.101  0.017
H18 1.179 0.863 4.309  0.121
H19 1.158 -0.513 3.210  0.093
H20 -1.018 1.629 3.252  0.110
H21 -1.049 0.238 4.312  0.125
H22 -1.086 -1.154 2.396  0.113
H23 -3.174 -0.044 3.246  0.117
H24 -3.181 -0.943 1.737  0.121
C11 6.394 -1.003 0.750  -0.040
N5 5.732 -2.235 1.109  -0.151
C12 6.442 -3.505 1.062  -0.101
C13 5.365 -4.511 1.505  -0.122
N6 4.151 -3.739 1.293  0.018
C14 4.413 -2.421 1.167  -0.793
S1 3.206 -1.235 1.077  0.663
H25 7.311 -0.907 1.331  0.100
H26 5.734 -0.169 0.977  0.063
H27 6.645 -0.988 -0.317  0.084
H28 7.301 -3.487 1.734  0.127
H29 6.800 -3.695 0.045  0.131
H30 5.478 -4.789 2.557  0.122
H31 5.367 -5.414 0.896  0.118
H32 3.228 -4.022 1.574  0.133
C15 3.722 0.412 -2.319  -0.537
P1 1.994 -0.168 -2.540  0.983
C16 2.167 -1.806 -3.317  -0.407
C17 2.541 -2.850 -2.472  -0.115
C18 2.735 -4.123 -2.979  -0.080
C19 2.533 -4.377 -4.328  -0.078
C20 2.141 -3.347 -5.169  -0.073
C21 1.965 -2.067 -4.666  -0.105
C22 1.215 0.873 -3.818  -0.397
C23 1.741 2.081 -4.260  -0.103
C24 0.996 2.928 -5.071  -0.069
C25 -0.287 2.579 -5.454  -0.079
C26 -0.824 1.372 -5.021  -0.084
C27 -0.086 0.536 -4.203  -0.131
P2 5.029 -0.198 -3.460  1.047
C28 4.886 1.005 -4.819  -0.397
C29 4.354 0.552 -6.021  -0.108
C30 4.130 1.430 -7.071  -0.074
C31 4.461 2.769 -6.933  -0.081
C32 5.028 3.224 -5.748  -0.079
C33 5.240 2.346 -4.701  -0.103
C34 6.518 0.421 -2.606  -0.416
C35 7.727 -0.150 -3.008  -0.109
C36 8.922 0.214 -2.409  -0.077
C37 8.923 1.146 -1.380  -0.081
C38 7.730 1.715 -0.966  -0.088
C39 6.538 1.358 -1.578  -0.135
H33 3.982 0.046 -1.318  -0.010
H34 3.700 1.508 -2.235  0.044
H35 2.687 -2.666 -1.414  0.058
H36 3.032 -4.923 -2.314  0.101
H37 2.671 -5.374 -4.722  0.105
H38 1.980 -3.537 -6.221  0.107
H39 1.670 -1.269 -5.337  0.099
H40 2.751 2.366 -4.004  0.080
H41 1.432 3.856 -5.413  0.109
H42 -0.863 3.237 -6.087  0.106
H43 -1.823 1.084 -5.318  0.108
H44 -0.527 -0.399 -3.876  0.110
H45 4.115 -0.497 -6.138  0.091
H46 3.708 1.067 -7.997  0.106
H47 4.299 3.454 -7.753  0.105
H48 5.312 4.262 -5.648  0.106
H49 5.689 2.706 -3.780  0.103
H50 7.731 -0.896 -3.792  0.100
H51 9.847 -0.234 -2.741  0.106
H52 9.853 1.426 -0.906  0.105
H53 7.730 2.442 -0.164  0.107
H54 5.617 1.814 -1.237  0.095